ORCA calculation (ωB97M-V/def2-TZVPD) on C14H26BrGeN5OSSeSr as an isolated structure.

Structure (XYZ):
```
51
C14H26BrGeN5OSSeSr ωB97M-V/def2-TZVPD
Sr 0.520 1.178 -1.303
Br 3.445 1.313 -0.888
Se -2.312 2.853 -3.346
Ge -0.117 -2.941 -1.285
S -0.201 1.652 2.118
O -1.950 1.438 -0.411
N 0.857 3.689 -1.280
N -2.567 4.303 -2.368
N -0.585 2.656 -2.824
N 2.328 0.674 2.111
N 0.840 -0.687 2.968
C -1.235 5.630 -0.817
C -2.625 0.179 -0.354
C -1.452 4.541 -1.735
C 0.749 -4.625 -0.718
C -0.051 -2.920 -3.258
C 2.037 -1.520 2.888
C -0.039 5.690 -0.202
C 1.040 0.509 2.409
C -0.358 3.632 -1.959
C 0.671 -1.339 -0.585
C 3.070 -0.577 2.244
C -0.426 -1.266 3.332
C -2.014 -3.166 -0.762
C 0.965 4.679 -0.453
H 0.335 -5.508 -1.206
H -2.026 -0.543 0.200
H 1.817 -4.584 -0.940
H -1.807 1.738 0.500
H 1.897 4.728 0.101
H -0.337 -1.759 4.301
H 2.331 -1.859 3.884
H 0.371 -1.286 0.477
H 0.970 -2.710 -3.586
H 3.951 -0.437 2.870
H -2.029 6.341 -0.634
H -0.732 -2.003 2.583
H 0.635 -4.751 0.361
H -1.176 -0.482 3.391
H -2.281 -4.222 -0.728
H 1.830 -2.393 2.264
H 0.199 6.466 0.511
H -2.698 -2.677 -1.456
H -0.365 -3.861 -3.711
H -2.739 -0.173 -1.378
H 1.766 -1.407 -0.630
H 3.383 -0.917 1.255
H -0.694 -2.128 -3.651
H 2.607 1.313 1.369
H -3.612 0.289 0.099
H -2.186 -2.751 0.232
```

## Properties
ΔE to the lowest compared entry with this formula, charge and spin (kcal per mole): 0.0
Orbital gap (eV): 4.54
Spin multiplicity: 1
Charge: 0

Results of the Mulliken charge analysis, in e, for atoms 1 through 5:
1. Sr 1.15
2. Br -0.78
3. Se 0.30
4. Ge 0.46
5. S -0.45